Entry from OMol25: the molecule C4H6O (ωB97M-V/def2-TZVPD).

```
11
Properties=species:S:1:pos:R:3:forces:R:3:mulliken_charge:R:1
C -0.596652 0.844824 1.157285 -0.028 0.021 -0.101 -1.129
C 0.052688 -0.198322 0.284524 0.203 0.385 -0.299 0.644
O 0.555120 -1.231588 0.995482 -0.024 0.018 -0.427 -0.445
C 0.224185 -0.112834 -1.102381 -0.243 -0.374 -0.134 -0.122
C 0.496509 -0.388688 -2.343932 -0.103 0.056 0.369 -0.637
H 0.053657 1.148197 1.987661 -0.093 -0.135 -0.210 0.329
H -1.513580 0.426217 1.592747 0.209 0.009 -0.128 0.313
H -0.862554 1.722461 0.562693 0.055 -0.185 0.102 0.325
H 0.940574 0.726981 -0.567238 0.027 -0.068 0.391 0.174
H 0.828951 -1.921690 0.366550 -0.040 0.181 0.201 0.361
H -0.178896 -1.015557 -2.933393 0.038 0.092 0.235 0.187
```
Forces are in eV/Å.

maximum force	0.5	eV/A
total charge	0
energy	-231.0652	hartree
HOMO-LUMO gap	8.0	eV